[1]
12
Properties=species:S:1:pos:R:3:forces:R:3 method="wB97M-V/def2-TZVPD" total_charge=0 orbital_gap_ev=8.5 e_homo_ev=-8.73 e_above_lowest_kj_mol=610.9 total_energy_ev=-36127.1533
C -2.1024 -1.2649 -0.3635 -0.659 1.933 3.074
C -1.3356 -0.5323 0.4251 2.849 1.015 -0.648
C 1.5595 1.4531 -0.0670 3.435 -1.111 -1.221
Si 1.3647 -0.3951 -0.0872 -3.563 1.676 0.651
Cl -3.7815 -1.4242 -0.0971 -0.961 -0.063 -0.224
Cl -2.0033 0.6701 1.5203 0.419 -0.711 -0.190
H -1.7362 -1.8092 -1.1184 1.322 -2.133 -2.546
H 1.1097 1.9464 -0.9310 0.784 0.126 0.006
H 0.9564 1.6403 0.7072 -2.665 1.155 3.212
H 2.6005 1.7480 0.3784 -1.678 -0.204 -1.599
H 1.3499 -0.9902 -1.3517 0.186 -0.961 -1.328
H 2.0185 -1.0421 0.9849 0.529 -0.723 0.813

***

[2]
15
Properties=species:S:1:pos:R:3:forces:R:3 method="wB97M-V/def2-TZVPD" total_charge=0 orbital_gap_ev="6.6 / 6.6" e_homo_ev="-8.76 / -8.76" e_above_lowest_kj_mol=249.7 total_energy_ev=-71873.2008
C 1.8093 0.5580 0.6849 3.368 0.031 1.518
C -0.0738 0.5831 -2.2709 -1.176 -2.853 0.121
C -1.1527 0.1444 0.4994 2.705 -1.656 -2.758
P 0.4271 0.2273 1.4977 -2.127 -2.463 -1.119
P -0.8087 -0.6253 -1.2722 0.950 2.313 1.861
Cl -0.1970 -2.2401 2.7450 0.451 1.952 -0.603
Cl -0.1352 1.8114 2.4106 -0.262 1.950 2.209
Cl -2.6100 -1.2650 -1.7838 -0.420 -0.302 -0.524
Cl 0.0603 -2.3533 -0.6007 0.104 -0.310 -0.581
H 2.4980 1.3096 1.3014 -1.527 -1.579 -1.465
H 2.4024 -0.3214 0.3098 -0.786 1.063 -0.106
H 0.4976 0.1410 -3.1013 -0.489 0.347 0.079
H 0.5066 1.2120 -1.6531 0.625 0.729 0.759
H -1.9265 -0.3246 1.0414 -0.834 -0.535 0.488
H -1.2974 1.1428 0.1919 -0.583 1.312 0.122

***

[3]
12
Properties=species:S:1:pos:R:3:forces:R:3 method="wB97M-V/def2-TZVPD" total_charge=0 orbital_gap_ev=7.6 e_homo_ev=-7.01 e_above_lowest_kj_mol=539.6 total_energy_ev=-29277.8477
C -0.4071 1.6176 0.2452 -0.526 1.715 -0.369
C -1.6310 0.7540 0.2472 0.198 -0.281 -0.122
C -1.6930 -0.5102 -0.1385 0.231 0.392 0.088
H 1.1780 -0.3339 0.9929 0.826 -2.378 1.372
H 3.0228 -0.4884 0.3875 -0.097 -0.267 0.195
H -0.5554 2.4916 -0.3936 -0.325 0.091 0.261
H -0.1848 1.9720 1.2545 -0.048 0.016 -0.074
H -2.5388 1.2338 0.6018 0.030 -0.061 -0.012
H -0.8673 -1.1052 -0.5127 -0.111 0.010 -0.029
F -2.8483 -1.1921 -0.0947 -0.060 -0.061 -0.008
S 1.8613 -1.1148 0.1413 4.268 -8.377 2.492
Cl 1.0698 0.8016 -0.3448 -4.384 9.201 -3.795

***

[4]
11
Properties=species:S:1:pos:R:3:forces:R:3 method="wB97M-V/def2-TZVPD" total_charge=0 orbital_gap_ev=10.9 e_homo_ev=-9.98 e_above_lowest_kj_mol=98.6 total_energy_ev=-17219.0702 smiles="CC(C)=NCl"
C -0.8501 -0.3367 -0.8813 0.172 1.190 1.252
C -0.8310 0.1457 0.5914 1.491 0.526 -0.377
C 0.6537 0.5306 1.0052 0.289 -1.232 -0.307
N -1.7405 0.4627 1.4463 0.986 -0.148 -1.014
Cl -3.4025 0.3162 0.9383 0.512 -0.351 -0.147
H 0.1050 -0.0057 -1.2335 0.787 -0.369 -0.345
H -1.4824 0.3396 -1.4079 -1.235 0.052 -0.535
H -0.9888 -1.3752 -1.1487 -0.381 -0.143 0.404
H 1.3614 1.0835 0.3082 -1.792 -0.087 0.375
H 1.3015 -0.3509 1.1629 -0.724 -0.345 -0.149
H 0.6479 0.9662 1.9695 -0.106 0.905 0.842

***

[5]
11
Properties=species:S:1:pos:R:3:forces:R:3 method="wB97M-V/def2-TZVPD" total_charge=0 orbital_gap_ev="5.8 / 9.0" spin_multiplicity=3 e_homo_ev="-5.02 / -10.59" e_above_lowest_kj_mol=88.5 total_energy_ev=-17215.6670
C 1.0084 1.1779 0.0386 -0.729 5.217 5.794
C -1.3962 -0.6656 0.4851 -0.600 -0.371 1.053
C 0.6944 0.0651 -0.6612 -2.415 -5.377 -2.274
N -0.3705 -0.7713 -0.4105 -0.219 -3.620 -2.518
Cl -2.7962 0.4185 -0.1493 -0.212 -0.064 -0.041
H 1.9739 1.5852 -0.1715 0.342 0.491 0.558
H 0.3295 1.5577 0.9509 1.807 -0.493 -2.495
H -1.8862 -1.6333 0.8286 0.824 1.351 -0.682
H -0.9795 -0.0988 1.2760 -0.386 0.417 1.305
H 0.9490 -0.0076 -1.6555 0.699 0.027 -2.277
H -0.5533 -1.5828 -1.1226 0.888 2.423 1.576

***

[6]
12
Properties=species:S:1:pos:R:3:forces:R:3 method="wB97M-V/def2-TZVPD" total_charge=+1 orbital_gap_ev=9.8 e_homo_ev=-13.68 e_above_lowest_kj_mol=117.7 total_energy_ev=-18702.8086
C -0.4218 -0.5460 0.0158 1.879 2.391 0.645
C -1.1371 -1.6665 -0.3249 -3.143 -2.174 -0.962
C -0.7469 -2.9643 -0.2977 -1.270 1.919 -0.584
N 0.1484 0.4431 0.2364 -1.423 -2.675 -0.361
N 1.1806 2.7001 0.3254 3.496 1.681 3.044
Cl -1.7827 -4.1592 -0.8868 0.134 -0.189 0.180
H -2.2231 -1.4959 -0.6642 1.832 0.030 0.487
H 0.2022 -3.2515 0.0259 1.353 -0.654 0.457
H 0.7036 1.7205 0.2949 -0.163 0.236 0.355
H 0.5999 3.4936 0.2308 -1.200 0.917 -1.736
H 2.0286 2.6679 -0.3444 -1.662 0.635 1.592
H 1.4484 3.0580 1.3888 0.168 -2.118 -3.116

***

[7]
12
Properties=species:S:1:pos:R:3:forces:R:3 method="wB97M-V/def2-TZVPD" total_charge=+1 orbital_gap_ev=10.1 e_homo_ev=-15.32 e_above_lowest_kj_mol=261.4 total_energy_ev=-18701.3195 smiles="C/C(Cl)=N/C=[NH2+]"
C 1.9809 -0.3159 -0.9802 1.245 2.656 0.918
C 0.9921 -0.1277 0.1183 3.267 0.747 0.363
Cl 1.7423 0.0698 1.6985 -1.152 -0.138 -0.573
N -0.1450 -0.0267 -0.3425 -6.603 1.505 2.829
C -1.4705 0.4687 0.7932 4.696 -0.810 -1.651
N -2.5833 0.0268 0.3905 -1.134 -0.450 -0.022
H 2.7062 0.5373 -1.0781 -0.404 -0.606 1.044
H 1.5354 -0.1870 -1.9033 -1.304 -0.795 -1.898
H 2.5203 -1.1763 -0.8072 1.213 -2.021 -0.089
H -1.1744 1.1369 1.6749 -1.046 -0.904 -1.335
H -3.5017 0.2596 0.8415 1.129 -0.234 -0.461
H -2.6025 -0.6654 -0.4055 0.092 1.049 0.874

***

[8]
13
Properties=species:S:1:pos:R:3:forces:R:3 method="wB97M-V/def2-TZVPD" total_charge=+1 orbital_gap_ev="6.8 / 6.8" e_homo_ev="-12.48 / -12.48" e_above_lowest_kj_mol=256.5 total_energy_ev=-20749.7084 smiles="N/C=C(O)/[NH+]=C/Cl"
N 0.0828 1.4724 -1.6858 -0.875 0.587 1.729
C 0.3086 0.4570 -0.8013 -1.740 0.501 -0.063
C -0.4786 0.0762 0.2186 -1.503 1.402 -0.401
O -1.6713 0.7315 0.5327 1.637 -1.354 0.625
N -0.2448 -1.0080 1.0575 3.229 0.064 0.039
C 0.9588 -1.5635 1.2577 -4.511 0.310 1.215
Cl 1.0337 -2.6109 2.5878 0.696 0.212 -0.989
H 0.4681 1.3689 -2.5630 1.040 -0.185 -1.953
H -0.3940 2.3643 -1.5735 0.152 -0.629 0.551
H 0.9874 -0.2438 -1.1450 1.648 -1.099 -0.557
H -1.7432 1.3839 -0.1500 -0.717 0.737 -0.588
H -0.9760 -1.1736 1.7189 -0.657 -0.362 0.524
H 1.6686 -1.2544 0.5453 1.601 -0.185 -0.132

***

| no. | strongest force on any atom (eV/A) |
| --- | --- |
| 1 | 4.3 |
| 2 | 4.2 |
| 3 | 10.9 |
| 4 | 1.8 |
| 5 | 7.8 |
| 6 | 4.9 |
| 7 | 7.3 |
| 8 | 4.7 |